# 1
A molecular structure, C14H31BBrNO11P at a distorted geometry. Source: the Open Molecules 2025 dataset; level of theory: ωB97M-V with the def2-TZVPD basis set.

The calculation puts the HOMO energy at -4.1 eV. The value obtained for the orbital gap is 6.38 eV. Its lowest unoccupied orbital energy is 2.273 eV. Its charge is -1.

Last column: Löwdin charge in e.
Cartesian coordinates (Å):
C -6.42 2.96 -3.42  -0.15
C -5.32 3.83 -2.79  -0.19
B -4.00 3.91 -3.69  -0.86
O -4.21 4.01 -5.10  0.03
N -2.66 3.94 -3.22  -0.19
P -2.22 2.75 -2.28  0.43
O -2.95 3.00 -0.75  -0.43
Br -3.37 0.81 -2.93  0.10
H -7.38 3.24 -2.97  0.05
H -6.27 1.91 -3.23  0.03
H -6.51 3.15 -4.48  0.05
H -5.13 3.54 -1.76  0.06
H -5.73 4.84 -2.74  0.09
H -4.74 4.80 -5.22  0.07
H -2.26 3.30 -0.14  0.01
C -3.10 0.96 1.43  -0.08
C -2.02 0.09 0.85  -0.20
O -0.96 -0.18 1.80  0.00
C -1.25 -1.06 2.76  -0.61
O -2.29 -1.65 2.90  0.13
O -0.18 -1.17 3.56  -0.02
C -0.41 -2.00 4.70  -0.04
H -2.67 1.89 1.82  0.08
H -3.83 1.21 0.66  0.07
H -3.62 0.47 2.26  0.07
H -1.54 0.60 0.02  0.10
H -2.42 -0.85 0.47  0.13
H -0.77 -2.99 4.40  0.09
H -1.12 -1.53 5.38  0.10
H 0.55 -2.11 5.20  0.09
C 1.99 0.87 2.69  -0.07
C 3.14 1.85 2.69  -0.20
O 4.25 1.38 1.90  0.03
C 4.08 1.45 0.59  -0.62
O 3.11 1.89 0.01  0.13
O 5.16 0.94 0.00  0.00
C 5.07 0.87 -1.43  -0.04
H 2.33 -0.12 3.01  0.09
H 1.19 1.20 3.35  0.08
H 1.58 0.75 1.69  0.06
H 3.53 1.97 3.70  0.12
H 2.82 2.84 2.34  0.12
H 4.82 1.84 -1.86  0.10
H 4.32 0.13 -1.72  0.10
H 6.04 0.55 -1.79  0.09
C 4.55 -5.51 -0.41  -0.07
C 3.12 -5.79 -0.82  -0.22
O 2.19 -4.90 -0.19  0.03
C 2.16 -3.66 -0.69  -0.61
O 2.82 -3.26 -1.61  0.12
O 1.29 -2.95 0.02  0.02
C 1.20 -1.57 -0.35  0.00
H 4.65 -5.53 0.67  0.08
H 5.22 -6.25 -0.85  0.08
H 4.86 -4.52 -0.75  0.07
H 2.83 -6.79 -0.49  0.12
H 2.99 -5.75 -1.90  0.12
H 1.00 -1.46 -1.41  0.11
H 2.13 -1.06 -0.09  0.09
H 0.39 -1.13 0.21  0.07

# 2
A molecular structure, C13H16BBr12O9PS at a distorted geometry. Source: the Open Molecules 2025 dataset; level of theory: ωB97M-V with the def2-TZVPD basis set.

The calculation puts the HOMO energy at -9.4 eV. The value obtained for the orbital gap is 9.01 eV. Its lowest unoccupied orbital energy is -0.348 eV.

Last column: Löwdin charge in e.
Cartesian coordinates (Å):
C -2.01 -4.74 3.72  -0.04
O -2.58 -3.58 3.02  -0.07
B -2.80 -3.83 1.62  -0.49
O -4.06 -4.47 1.27  0.11
C -1.79 -3.42 0.41  -0.25
P -1.92 -1.54 0.35  0.74
O -0.76 -0.81 -0.31  -0.37
O -3.31 -1.19 -0.60  -0.15
O -2.10 -0.84 1.92  -0.18
O -2.56 -3.83 -0.78  -0.24
S -1.84 -5.00 -1.76  0.82
O -1.74 -4.45 -3.16  -0.27
O -2.68 -6.22 -1.59  -0.25
O -0.33 -4.92 -1.04  -0.18
C -0.38 -4.17 0.23  -0.21
C 0.99 -3.51 0.73  -0.10
C 1.55 -3.68 2.17  -0.02
C 2.88 -3.03 2.61  -0.06
C 3.66 -2.13 1.59  -0.05
C 3.17 -1.92 0.14  -0.08
C 1.85 -2.63 -0.26  0.00
H -2.60 -4.86 4.69  0.11
H -0.92 -4.49 3.96  0.09
H -2.11 -5.64 3.01  0.11
H -4.75 -3.76 1.31  0.13
H -3.04 -0.39 -1.12  0.09
H -1.39 -1.22 2.49  0.08
H -0.49 -5.05 0.98  0.16
H 0.93 -4.33 2.89  0.08
H 3.32 -3.18 3.66  0.09
H 4.63 -1.64 1.95  0.09
H 3.69 -1.29 -0.65  0.06
H 1.40 -2.52 -1.31  0.11
C 0.82 2.55 -1.34  -1.60
Br -0.53 2.48 0.04  0.59
Br 1.83 4.20 -1.28  0.54
Br 1.96 0.99 -1.29  0.61
H 0.30 2.53 -2.30  -0.02
C -3.48 -0.02 4.87  -1.62
Br -5.34 -0.48 5.18  0.56
Br -3.17 1.88 5.07  0.57
Br -2.29 -1.06 5.99  0.56
H -3.25 -0.28 3.84  -0.07
C 3.90 8.09 -2.70  -1.60
Br 2.49 8.23 -4.02  0.53
Br 3.20 7.72 -0.93  0.54
Br 5.25 6.80 -3.23  0.56
H 4.39 9.06 -2.66  -0.03
C 2.47 11.06 -7.57  -1.61
Br 3.61 11.12 -6.00  0.53
Br 0.78 10.17 -7.19  0.55
Br 2.20 12.81 -8.34  0.56
H 2.98 10.45 -8.31  -0.03

# 3
A molecular structure, C17H25N4O9P2Sr at a distorted geometry. Source: the Open Molecules 2025 dataset; level of theory: ωB97M-V with the def2-TZVPD basis set.

The calculation puts the HOMO energy (spin up / spin down) at -10.6 / -10.6 eV. The value obtained for the orbital gap (spin up / spin down) is 6.47 / 7.04 eV. Its lowest unoccupied orbital energy (spin up / spin down) is -4.136 / -3.573 eV. Its charge is +1.

Last column: Löwdin charge in e.
Cartesian coordinates (Å):
Sr 1.60 -0.55 -0.24  1.39
P -1.48 -1.34 -2.15  0.88
C -0.87 -0.20 -3.39  -0.28
C -0.43 1.11 -3.07  -0.37
N 0.13 1.50 -1.86  0.10
C 0.18 2.83 -1.62  -0.30
C -0.31 3.80 -2.52  -0.02
C -0.72 3.42 -3.79  -0.03
C -0.68 2.07 -4.08  -0.02
C 0.62 3.32 -0.23  -0.30
P 2.00 2.43 0.57  0.79
H -0.99 1.71 -5.04  0.12
H -0.30 4.84 -2.19  0.12
H -1.08 4.16 -4.51  0.12
H 0.93 4.38 -0.31  0.09
H -0.23 3.27 0.48  0.10
H 1.50 -1.20 -3.14  0.08
H -0.52 -0.53 -4.37  0.09
H 4.34 -3.18 -1.26  0.08
O 2.24 -0.68 -2.67  -0.23
H 3.08 -0.82 -3.21  0.11
H 2.40 -2.22 2.11  0.10
O 4.37 -2.21 -1.06  -0.10
H 4.32 -2.24 -0.05  0.07
C 3.41 3.33 -0.17  -0.29
H 3.34 4.41 0.03  0.05
H 4.34 2.95 0.26  0.04
H 3.44 3.16 -1.25  0.04
C 1.98 3.22 2.23  -0.27
H 2.75 2.77 2.87  0.05
H 2.17 4.30 2.16  0.06
H 1.01 3.03 2.69  0.03
C -3.17 -0.59 -2.33  -0.24
H -3.74 -1.11 -3.10  0.05
H -3.69 -0.60 -1.36  0.04
H -3.02 0.45 -2.63  0.04
C -1.55 -2.89 -3.17  -0.28
H -1.59 -3.75 -2.48  0.03
H -2.45 -2.93 -3.80  0.04
H -0.65 -3.03 -3.79  0.04
O -3.59 -3.15 5.97  0.07
N -2.76 -3.69 5.21  -0.32
O -2.54 -4.93 5.19  0.05
C -1.99 -2.85 4.30  -0.14
C -2.19 -1.46 4.25  0.10
C -1.57 -0.69 3.27  -0.06
C -0.87 -1.35 2.19  -0.30
O -0.56 -0.78 1.10  -0.21
C -0.48 -2.75 2.43  -0.10
C -1.09 -3.51 3.44  0.10
N 0.72 -3.12 1.78  -0.21
O 1.34 -4.16 1.82  0.08
O 1.52 -1.86 1.97  -0.16
N -1.61 0.75 3.32  -0.31
O -2.38 1.29 4.12  0.08
O -0.84 1.44 2.62  0.02
H -2.91 -1.00 4.92  0.14
H -0.87 -4.57 3.53  0.14

# 4
2 unconnected molecules or ions with the total composition C5H6F2O3 at a distorted geometry. Source: the Open Molecules 2025 dataset; level of theory: ωB97M-V with the def2-TZVPD basis set.

The calculation puts the HOMO energy (spin up / spin down) at -4.1 / -4.1 eV. The value obtained for the orbital gap (spin up / spin down) is 7.40 / 7.38 eV. As for the expectation value of S²: 0.7557. As for the multiplicity: 2. Its lowest unoccupied orbital energy (spin up / spin down) is 3.259 / 3.239 eV. Its charge is -1.

Last column: Löwdin spin population.
Cartesian coordinates (Å):
O 2.08 -1.64 -0.04  0.05
C 1.81 -2.77 0.73  0.00
C 0.98 -0.85 -0.49  0.06
O 2.82 -3.47 0.93  0.01
O 0.64 -2.98 1.07  0.00
C 0.48 0.11 0.52  0.62
H 0.15 -1.50 -0.80  0.00
H 1.35 -0.31 -1.37  0.01
F 1.34 1.11 0.83  0.14
H -0.12 -0.19 1.38  0.03
C -1.62 1.59 -0.88  0.00
C -2.10 2.54 -0.08  0.05
H -0.93 1.89 -1.67  0.00
H -2.17 0.66 -1.02  0.00
F -3.06 2.27 0.83  0.01
H -1.66 3.53 0.07  0.00